Record 1
Formula: C8H10N3O2S2
Source: OMol25
Level of theory: ωB97M-V/def2-TZVPD

```
25
C8H10N3O2S2 ωB97M-V/def2-TZVPD
S 0.313 -2.088 2.644
S 1.887 -3.856 -0.333
O 0.738 -1.248 3.721
O -0.254 -3.385 2.824
N 2.166 -1.352 -0.391
N -1.164 -1.023 1.881
N -2.264 0.770 1.427
C -2.229 -1.419 1.245
C 1.647 -2.295 0.219
C 2.852 -3.121 -1.589
C -2.891 -0.322 0.796
C -1.234 0.274 2.009
C 2.992 -1.788 -1.440
C 3.641 -0.779 -2.260
C -2.613 2.111 1.171
H -2.511 -2.502 0.899
H 3.271 -3.711 -2.401
H -1.863 2.486 0.545
H -0.457 0.752 2.619
H 3.139 -0.521 -3.243
H 3.520 0.054 -1.547
H 4.671 -0.901 -2.329
H -2.406 2.715 1.962
H -3.739 -0.406 0.158
H -3.638 2.243 0.714
```

Properties
- HOMO energy (spin up / spin down) (eV) = -13.25 / -13.32
- orbital gap (spin up / spin down) (hartree) = 0.251 / 0.269
- electronic energy (eV) = -38682.215
- spin multiplicity = 1
- charge = +1



Record 2
Formula: C8H10N3OS
Source: OMol25
Level of theory: ωB97M-V/def2-TZVPD

```
23
C8H10N3OS ωB97M-V/def2-TZVPD
S -5.074 1.716 2.562
O -3.974 -0.911 0.029
N -0.107 0.195 -0.631
N -1.946 -0.853 1.160
N -2.274 0.040 -1.046
C 1.213 0.230 -0.554
C -2.659 -0.662 0.018
C 2.040 1.338 -0.151
C -1.022 0.363 -1.446
C 4.064 -0.100 -0.328
C 3.461 1.090 0.059
C 3.302 -1.141 -0.825
C 1.881 -0.983 -0.826
H -0.933 -0.796 1.134
H 3.659 -2.077 -1.217
H 1.234 -1.835 -0.786
H -2.377 -1.300 1.957
H -5.977 1.292 3.577
H 5.139 -0.248 -0.114
H 3.961 1.861 0.656
H -4.218 -0.398 -0.785
H 1.687 2.366 -0.076
H -1.079 0.816 -2.365
```

Properties
- HOMO energy (spin up / spin down) (eV) = -12.34 / -11.87
- orbital gap (spin up / spin down) (hartree) = 0.195 / 0.265
- electronic energy (eV) = -25800.781
- spin multiplicity = 1
- charge = +1



Record 3
Formula: C8H10N4
Source: OMol25
Level of theory: ωB97M-V/def2-TZVPD

```
22
C8H10N4 ωB97M-V/def2-TZVPD
N -0.973 -1.440 -0.150
N 1.747 -0.659 0.022
N 1.118 1.450 -0.318
N -1.814 0.738 0.018
C -2.845 -0.237 0.042
C -1.735 2.175 0.112
C 2.859 0.124 0.209
C 2.530 1.422 -0.025
C -0.732 -0.155 -0.250
C -2.338 -1.516 0.008
C 0.692 0.257 -0.268
C 1.633 -2.096 -0.068
H -2.854 -2.495 0.094
H 2.579 -2.561 -0.313
H -2.799 2.526 0.227
H 1.402 -2.359 1.146
H -0.828 2.564 0.793
H -1.432 2.684 -0.866
H 3.287 2.305 0.059
H -3.956 0.040 0.001
H 0.668 -2.435 -0.633
H 3.791 -0.333 0.162
```

Properties
- structure (SMILES) = Cn1ccnc1-c1nccn1C
- HOMO energy (eV) = -8.05
- orbital gap (hartree) = 0.332
- electronic energy (eV) = -14416.308
- spin multiplicity = 1



Record 4
Formula: C8H10N4O4STi
Source: OMol25
Level of theory: ωB97M-V/def2-TZVPD

```
28
C8H10N4O4STi ωB97M-V/def2-TZVPD
Ti 0.282 0.358 0.441
S -0.186 2.254 -1.026
O -2.067 0.857 2.292
O -1.214 -0.392 -0.642
O 0.185 1.101 2.146
O 3.937 -1.663 -0.622
N -0.634 -0.921 2.959
N -1.269 0.004 -1.920
N 0.526 -1.537 2.314
N 1.844 -0.584 -0.348
C -1.012 1.641 -3.588
C -0.848 0.242 2.121
C 2.900 -1.127 -0.480
C -1.797 -0.865 -2.810
C -1.953 -0.502 -4.116
C -1.555 0.783 -4.508
C -0.850 1.252 -2.247
C -3.190 0.073 1.927
H -3.030 -0.418 0.964
H -0.686 2.633 -3.861
H 0.442 -2.546 2.372
H -4.037 0.752 1.851
H -1.411 -1.554 2.796
H -2.372 -1.208 -4.817
H -1.670 1.095 -5.537
H -3.425 -0.676 2.692
H 1.324 -1.291 2.893
H -2.059 -1.821 -2.385
```

Properties
- HOMO energy (eV) = -7.72
- orbital gap (hartree) = 0.277
- electronic energy (eV) = -56559.160
- spin multiplicity = 1



Record 5
Formula: C8H10NO
Source: OMol25
Level of theory: ωB97M-V/def2-TZVPD

```
20
C8H10NO ωB97M-V/def2-TZVPD
O -2.165 -1.363 -0.114
N 1.250 -0.903 -0.148
C 0.055 -0.464 -0.237
C 1.863 1.422 0.063
C 2.208 0.067 0.071
C -2.687 -0.257 0.279
C 1.595 -2.312 -0.066
C -1.894 1.096 -0.211
C -0.419 0.804 -0.231
C 0.505 1.825 -0.134
H -3.754 0.031 -0.047
H 2.272 -2.380 0.665
H 3.111 -0.390 0.263
H 0.708 -2.823 0.035
H 0.102 2.911 -0.155
H -2.308 1.945 0.496
H -2.667 -0.024 1.448
H 1.959 -2.533 -0.982
H 2.652 2.234 0.260
H -2.386 1.114 -1.256
```

Properties
- HOMO energy (spin up / spin down) (eV) = -13.52 / -13.21
- orbital gap (spin up / spin down) (hartree) = 0.301 / 0.282
- electronic energy (eV) = -11983.108
- spin multiplicity = 1
- charge = +1



Record 6
Formula: C8H10O
Source: OMol25
Level of theory: ωB97M-V/def2-TZVPD

```
19
C8H10O ωB97M-V/def2-TZVPD
O -0.251 -3.003 -2.185
C -1.579 -0.128 -0.784
C -1.429 -0.901 -1.866
C -1.642 0.630 1.564
C -0.438 -1.992 -1.599
C -0.959 0.127 0.356
C 0.502 -0.054 0.020
C 0.673 -1.461 -0.646
C 1.216 1.076 -0.770
H 1.090 -0.129 0.882
H 1.017 2.085 -0.195
H -2.607 0.175 1.523
H 1.638 -1.478 -1.179
H -1.713 1.755 1.402
H 2.303 0.720 -0.987
H -1.841 -0.785 -2.924
H 0.698 -2.261 0.180
H -1.339 0.531 2.546
H 0.861 1.273 -1.805
```

Properties
- structure (SMILES) = CC1=C=CC(=O)C[C@H]1C
- HOMO energy (eV) = -8.56
- orbital gap (hartree) = 0.309
- electronic energy (eV) = -10501.857
- spin multiplicity = 1



Record 7
Formula: C8H10O15Zn
Source: OMol25
Level of theory: ωB97M-V/def2-TZVPD

```
34
C8H10O15Zn ωB97M-V/def2-TZVPD
Zn -29.360 5.004 -7.291
O -30.748 6.718 -7.628
O -26.952 1.445 -7.166
O -31.066 3.953 -7.171
O -29.275 5.013 -9.423
O -29.382 5.734 -5.370
O -30.152 7.411 -4.027
O -29.601 5.438 -3.188
O -31.784 8.656 -7.972
O -27.998 3.480 -7.135
O -27.939 6.312 -8.375
O -27.935 6.267 -10.691
O -33.028 2.900 -7.326
O -32.549 7.290 -6.421
O -28.655 1.879 -5.790
O -31.876 2.933 -5.384
C -33.425 8.416 -6.360
C -27.875 2.302 -6.673
C -33.824 10.042 -8.245
C -29.681 6.137 -4.214
C -28.352 5.874 -9.481
C -32.800 9.407 -7.333
C -31.659 7.435 -7.381
C -31.956 3.285 -6.567
H -33.389 8.690 -5.305
H -28.347 5.487 -11.128
H -34.377 9.398 -8.932
H -32.323 10.217 -6.775
H -27.176 0.732 -6.536
H -33.486 2.295 -6.729
H -33.446 10.906 -8.791
H -34.660 10.426 -7.650
H -30.263 7.457 -3.072
H -34.459 8.128 -6.560
```

Properties
- HOMO energy (eV) = -1.91
- orbital gap (hartree) = 0.222
- electronic energy (eV) = -87593.738
- spin multiplicity = 1
- charge = -2



Record 8
Formula: C8H10O2
Source: OMol25
Level of theory: ωB97M-V/def2-TZVPD

```
20
C8H10O2 ωB97M-V/def2-TZVPD
O -0.056 -0.020 -1.627
O 2.339 -0.381 -0.093
C 1.284 0.246 0.404
C 1.437 1.053 1.432
C -0.027 0.186 -0.298
C 2.263 -1.675 -0.623
C -1.872 0.625 1.524
C -1.295 0.516 0.070
C -1.320 0.118 -2.058
C -2.145 0.419 -1.023
H -1.320 -0.070 -3.067
H 2.370 0.919 1.891
H -2.448 -0.332 1.602
H 3.324 -2.063 -0.671
H -0.991 0.814 2.183
H -3.191 0.331 -0.887
H 1.823 -1.791 -1.696
H 0.760 1.992 1.538
H -2.561 1.479 1.477
H 1.625 -2.366 -0.076
```

Properties
- HOMO energy (spin up / spin down) (eV) = -4.59 / -8.70
- orbital gap (spin up / spin down) (hartree) = 0.205 / 0.242
- <S²> = 2.03
- electronic energy (eV) = -12546.685
- spin multiplicity = 3



Record 9
Formula: C8H10O5PSc
Source: OMol25
Level of theory: ωB97M-V/def2-TZVPD

```
25
C8H10O5PSc ωB97M-V/def2-TZVPD
Sc -0.668 -0.626 -1.860
P 0.195 0.820 0.233
O -2.433 -1.393 1.112
O -3.374 1.671 -1.579
O -2.638 -3.667 -1.690
O 1.170 -1.295 -2.515
O 1.079 -2.702 0.742
C -0.587 2.460 0.418
C 0.292 0.360 1.991
C -1.797 -1.138 0.180
C 1.948 1.291 -0.045
C -1.969 -2.723 -1.788
C -2.512 0.920 -1.748
C 1.036 -1.620 -1.269
C 1.878 -2.599 -0.238
H 2.605 0.534 0.363
H -0.717 0.309 2.424
H 0.891 1.094 2.542
H 2.806 -3.077 -0.054
H 0.762 -0.650 2.082
H -1.401 2.396 1.149
H 2.128 2.262 0.450
H -0.994 2.801 -0.544
H 2.126 1.397 -1.123
H 0.173 3.174 0.767
```

Properties
- HOMO energy (eV) = -17.47
- orbital gap (hartree) = 0.289
- electronic energy (eV) = -48665.500
- spin multiplicity = 1
- charge = +2



Record 10
Formula: C8H10S
Source: OMol25
Level of theory: ωB97M-V/def2-TZVPD

```
19
C8H10S ωB97M-V/def2-TZVPD
S -0.672 1.875 -2.261
C -2.190 1.301 -1.657
C -2.060 0.475 -0.570
C 0.470 -0.382 0.379
C 0.656 0.350 1.721
C 0.132 0.794 -1.236
C -0.679 0.188 -0.347
C 1.429 0.281 -0.692
C 0.659 -1.856 0.602
H 1.625 -2.085 0.805
H 0.400 -2.408 -0.258
H -3.109 1.581 -2.182
H 1.877 -0.572 -1.343
H -3.042 0.099 -0.197
H 2.220 0.863 -0.387
H -0.095 0.042 2.368
H 0.105 -2.117 1.539
H 0.620 1.447 1.588
H 1.654 0.124 2.129
```

Properties
- HOMO energy (eV) = -8.50
- orbital gap (hartree) = 0.345
- electronic energy (eV) = -19291.249
- spin multiplicity = 1



Record 11
Formula: C8H11AuNO2
Source: OMol25
Level of theory: ωB97M-V/def2-TZVPD

```
23
C8H11AuNO2 ωB97M-V/def2-TZVPD
Au 0.824 0.325 0.190
O 0.133 1.300 2.623
O 0.938 -0.822 2.572
N -0.823 -2.310 0.878
C 0.707 0.301 3.134
C 0.273 -2.375 0.011
C -0.953 2.005 -2.476
C -1.160 2.636 -1.224
C -0.003 2.485 -0.424
C -0.821 -3.612 0.498
C 0.373 1.572 -2.559
C 1.032 1.847 -1.297
H 1.067 0.410 4.180
H -1.523 -3.894 -0.288
H -1.681 1.971 -3.268
H -0.360 -4.356 1.156
H -0.477 -1.995 1.797
H 2.101 1.987 -1.113
H -2.072 3.161 -0.952
H 0.215 3.013 0.511
H 0.150 -2.225 -1.083
H 1.224 -2.559 0.557
H 0.835 1.134 -3.427
```

Properties
- HOMO energy (spin up / spin down) (eV) = -0.87 / -4.40
- orbital gap (spin up / spin down) (hartree) = 0.170 / 0.219
- <S²> = 2.03
- electronic energy (eV) = -17746.793
- spin multiplicity = 3
- charge = -1



Record 12
Formula: C8H11BrN3O2P
Source: OMol25
Level of theory: ωB97M-V/def2-TZVPD

```
26
C8H11BrN3O2P ωB97M-V/def2-TZVPD
Br 4.087 2.080 0.404
P 1.860 1.851 0.789
O 1.188 3.441 0.796
O -3.517 0.370 -1.882
N -1.711 1.917 1.167
N -0.206 -1.074 0.127
N 3.169 -0.785 -1.599
C -1.178 1.319 0.251
C -0.255 0.244 -0.552
C -0.399 -1.002 1.605
C 2.270 0.029 -1.495
C -0.031 -2.496 2.172
C -0.977 0.108 -2.020
C 1.168 0.968 -0.780
C -2.502 -0.364 -1.681
H 0.158 -2.511 3.299
H 0.869 -2.918 1.576
H -1.505 -0.843 1.924
H -0.439 -0.623 -2.715
H 0.976 1.830 -1.542
H 0.220 -0.201 2.141
H -0.941 -3.151 1.866
H 0.602 -1.648 -0.148
H -1.015 1.194 -2.427
H -2.673 -1.395 -1.186
H 0.782 3.660 -0.085
```

Properties
- structure (SMILES) = CCN[C@](C#N)(CC=O)[C@H](C#N)P(O)Br
- HOMO energy (eV) = -9.68
- orbital gap (hartree) = 0.353
- electronic energy (eV) = -96367.253
- spin multiplicity = 1



- Which value of spin multiplicity does entry 7 give?
  1



Please write out number 1 again, unchanged.
Formula: C8H10N3O2S2
Source: OMol25
Level of theory: ωB97M-V/def2-TZVPD

```
25
C8H10N3O2S2 ωB97M-V/def2-TZVPD
S 0.313 -2.088 2.644
S 1.887 -3.856 -0.333
O 0.738 -1.248 3.721
O -0.254 -3.385 2.824
N 2.166 -1.352 -0.391
N -1.164 -1.023 1.881
N -2.264 0.770 1.427
C -2.229 -1.419 1.245
C 1.647 -2.295 0.219
C 2.852 -3.121 -1.589
C -2.891 -0.322 0.796
C -1.234 0.274 2.009
C 2.992 -1.788 -1.440
C 3.641 -0.779 -2.260
C -2.613 2.111 1.171
H -2.511 -2.502 0.899
H 3.271 -3.711 -2.401
H -1.863 2.486 0.545
H -0.457 0.752 2.619
H 3.139 -0.521 -3.243
H 3.520 0.054 -1.547
H 4.671 -0.901 -2.329
H -2.406 2.715 1.962
H -3.739 -0.406 0.158
H -3.638 2.243 0.714
```

Properties
- HOMO energy (spin up / spin down) (eV) = -13.25 / -13.32
- orbital gap (spin up / spin down) (hartree) = 0.251 / 0.269
- electronic energy (eV) = -38682.215
- spin multiplicity = 1
- charge = +1



- Which value of spin multiplicity does entry 12 give?
  1